Entry 1:
{"formula": "C4H4O3S", "method": "ωB97M-V/def2-TZVPD", "symbols": ["C", "C", "C", "C", "H", "H", "H", "H", "O", "O", "O", "S"], "xyz": [[-0.301, -0.029, -0.113], [0.022, -0.311, 1.361], [0.257, -1.355, -0.643], [0.600, 1.164, -0.573], [-1.619, 0.877, -1.140], [-0.878, -0.603, 1.916], [0.538, 0.454, 1.898], [1.670, 1.121, -0.333], [-1.676, 0.248, -0.410], [0.258, -1.902, -1.688], [0.114, 2.087, -1.188], [1.015, -1.751, 0.911]], "atomic_forces_ev_per_a": [[-1.2, 1.4, -0.4], [-1.1, -0.7, -0.1], [0.4, 0.2, 0.5], [-1.2, 0.2, -0.8], [-0.3, 0.3, -0.1], [0.2, 0.1, -0.2], [0.4, 0.5, 0.3], [0.1, -0.1, 0.2], [1.8, -0.4, 0.3], [-0.2, -0.1, -0.6], [0.5, -0.9, 0.6], [0.6, -0.6, 0.4]], "largest_force_ev_per_a": 1.9, "homo_energy_ha": -0.3677, "energy_ha": -778.70085, "relative_energy_kcal_mol": 27.2, "multiplicity": 1, "charge": 0, "lumo_energy_ev": -0.06}

---

Entry 2:
{"formula": "C55H56AsCdN10O4PS5", "method": "ωB97M-V/def2-TZVPD", "symbols": ["Cd", "N", "C", "S", "N", "N", "C", "C", "C", "C", "C", "C", "C", "O", "H", "H", "H", "H", "H", "H", "H", "O", "S", "O", "N", "C", "C", "C", "C", "C", "C", "C", "C", "N", "C", "C", "C", "C", "C", "C", "C", "H", "H", "H", "H", "H", "H", "H", "H", "H", "H", "H", "S", "C", "S", "C", "N", "N", "C", "C", "C", "C", "C", "C", "S", "H", "H", "H", "H", "H", "C", "N", "C", "P", "O", "N", "C", "C", "N", "C", "C", "H", "H", "H", "H", "H", "H", "H", "H", "H", "H", "H", "H", "H", "H", "H", "H", "H", "H", "C", "C", "C", "C", "C", "C", "As", "C", "C", "C", "C", "C", "C", "C", "C", "C", "C", "C", "C", "H", "H", "H", "H", "H", "H", "H", "H", "H", "H", "H", "H", "H", "H", "H"], "xyz": [[-0.274, 1.773, 1.028], [0.869, 2.838, 5.112], [0.596, 2.119, 3.959], [1.601, 2.491, 2.590], [-0.345, 1.260, 4.023], [-0.590, 0.333, 3.066], [-1.835, 0.196, 2.713], [-2.893, 1.140, 2.998], [-4.155, 0.703, 3.389], [-5.179, 1.586, 3.656], [-4.949, 2.954, 3.512], [-3.728, 3.413, 3.093], [-2.651, 2.540, 2.785], [-1.553, 3.013, 2.325], [0.096, 2.835, 5.762], [1.248, 3.754, 4.927], [-2.062, -0.722, 2.175], [-4.323, -0.359, 3.529], [-6.149, 1.228, 3.980], [-5.749, 3.656, 3.735], [-3.553, 4.473, 2.964], [-3.254, 3.885, -0.448], [-2.622, 2.614, -0.724], [-2.942, 1.516, 0.147], [-1.024, 2.700, -0.816], [-0.370, 3.645, -1.503], [-0.952, 4.577, -2.361], [-0.175, 5.503, -3.049], [1.194, 5.540, -2.931], [1.838, 4.623, -2.084], [3.236, 4.575, -1.895], [3.779, 3.637, -1.058], [2.924, 2.738, -0.403], [1.627, 2.767, -0.555], [1.065, 3.672, -1.365], [-3.234, 2.121, -2.358], [-4.544, 2.435, -2.664], [-5.096, 2.019, -3.864], [-4.328, 1.292, -4.759], [-3.015, 0.982, -4.447], [-2.464, 1.397, -3.246], [-2.026, 4.581, -2.471], [-0.667, 6.215, -3.699], [1.787, 6.262, -3.478], [3.860, 5.288, -2.421], [4.847, 3.584, -0.895], [3.306, 1.975, 0.263], [-5.110, 3.009, -1.945], [-6.124, 2.255, -4.102], [-4.759, 0.964, -5.697], [-2.417, 0.412, -5.144], [-1.449, 1.149, -2.984], [-5.053, -4.719, -1.983], [-4.057, -3.408, -1.824], [-2.425, -3.471, -1.227], [-2.321, -1.614, -1.428], [-3.440, -1.177, -1.880], [-4.377, -2.126, -2.104], [-5.636, -1.661, -2.501], [-6.400, -2.328, -3.451], [-7.632, -1.816, -3.812], [-8.101, -0.644, -3.242], [-7.325, 0.029, -2.309], [-6.092, -0.472, -1.939], [-0.916, -0.807, -1.139], [-6.032, -3.237, -3.899], [-8.227, -2.338, -4.550], [-9.071, -0.255, -3.524], [-7.682, 0.944, -1.858], [-5.465, 0.040, -1.226], [0.904, -2.920, -3.364], [1.869, -2.672, -2.314], [1.544, -3.394, -1.099], [2.507, -1.130, -2.030], [2.195, -0.492, -0.749], [4.189, -1.432, -2.237], [4.924, -0.274, -1.775], [4.725, -2.671, -1.725], [2.242, -0.217, -3.399], [2.899, -0.536, -4.637], [1.511, 1.018, -3.364], [0.874, -4.000, -3.543], [1.209, -2.422, -4.278], [-0.103, -2.585, -3.096], [0.511, -3.215, -0.786], [2.203, -3.068, -0.293], [1.679, -4.467, -1.273], [4.919, -0.193, -0.682], [4.453, 0.622, -2.182], [5.957, -0.337, -2.130], [4.109, -3.488, -2.088], [4.760, -2.707, -0.630], [5.744, -2.788, -2.110], [3.408, -1.492, -4.523], [3.646, 0.227, -4.894], [2.175, -0.594, -5.458], [1.150, 1.171, -2.351], [0.656, 0.998, -4.050], [2.150, 1.863, -3.650], [6.310, -3.158, 1.647], [5.184, -3.911, 1.930], [3.967, -3.291, 2.163], [3.841, -1.906, 2.121], [4.977, -1.169, 1.784], [6.199, -1.779, 1.562], [2.140, -0.872, 2.392], [2.606, -0.372, 4.245], [1.680, -0.512, 5.272], [1.954, -0.046, 6.544], [3.163, 0.573, 6.816], [4.092, 0.728, 5.802], [3.810, 0.265, 4.530], [1.063, -2.436, 2.849], [-0.020, -2.738, 2.036], [-0.808, -3.847, 2.291], [-0.525, -4.668, 3.368], [0.553, -4.376, 4.189], [1.341, -3.270, 3.927], [7.262, -3.644, 1.475], [5.255, -4.992, 1.967], [3.100, -3.906, 2.377], [4.881, -0.093, 1.679], [7.069, -1.184, 1.310], [0.720, -0.969, 5.070], [1.217, -0.156, 7.329], [3.373, 0.945, 7.810], [5.037, 1.223, 6.000], [4.534, 0.424, 3.741], [-0.231, -2.083, 1.199], [-1.641, -4.077, 1.642], [-1.140, -5.536, 3.568], [0.784, -5.018, 5.030], [2.187, -3.050, 4.573]], "atomic_forces_ev_per_a": [[0.8, -0.1, 0.0], [0.0, 0.1, 0.2], [0.3, 0.0, -0.4], [0.1, 0.1, -0.1], [-0.6, 0.3, 1.1], [0.1, -0.4, -0.5], [0.3, 0.0, 0.3], [0.0, 0.4, 0.2], [0.0, -0.1, 0.0], [-0.3, -0.2, 0.1], [0.0, 0.1, 0.0], [0.0, 0.2, 0.0], [-0.2, -0.1, 0.3], [-0.3, 0.1, 0.0], [0.0, 0.0, 0.0], [-0.1, -0.1, 0.0], [0.0, 0.1, -0.2], [0.0, -0.1, -0.1], [0.0, -0.1, 0.0], [0.1, 0.0, 0.0], [0.1, 0.1, -0.1], [0.1, -0.1, -0.2], [-0.7, 0.3, -0.8], [0.2, -0.2, 0.0], [-1.0, -1.0, 0.5], [0.3, 1.0, -0.8], [0.0, -0.4, 0.4], [0.5, 0.2, -0.2], [-0.2, 0.3, -0.2], [-0.1, -0.3, 0.3], [0.0, -0.1, 0.1], [0.1, 0.2, -0.2], [-0.2, -0.1, 0.1], [0.1, -0.4, 0.2], [0.0, 0.5, -0.4], [0.3, 0.2, 0.4], [-0.1, 0.2, 0.1], [0.0, 0.1, 0.0], [-0.1, 0.0, -0.1], [0.1, 0.1, -0.1], [0.2, 0.1, -0.1], [0.0, 0.1, 0.0], [0.0, 0.0, 0.0], [0.0, 0.1, 0.0], [0.0, 0.0, 0.0], [0.0, 0.0, 0.0], [0.0, -0.1, 0.1], [-0.2, 0.1, 0.0], [-0.1, 0.0, 0.0], [0.0, 0.0, 0.0], [0.1, -0.1, 0.0], [0.1, -0.1, 0.1], [-0.2, -0.8, 0.1], [0.1, 0.0, 0.0], [-0.4, 1.2, -0.3], [-0.7, -1.6, -0.1], [0.2, 1.2, 0.0], [0.6, -1.1, 0.2], [-0.7, 0.4, -0.2], [0.2, 0.0, 0.0], [-0.1, 0.1, -0.1], [-0.1, 0.1, 0.0], [-0.2, -0.1, 0.0], [0.1, -0.2, 0.0], [1.4, 0.5, 0.5], [0.0, 0.0, 0.0], [0.0, 0.0, 0.0], [0.0, 0.0, 0.0], [0.0, 0.1, 0.0], [0.1, 0.1, 0.1], [-0.1, -0.1, -0.2], [0.0, 0.9, 0.3], [0.1, -0.3, 0.3], [0.9, -1.1, -1.6], [-0.2, 0.4, 0.3], [-1.0, 0.2, 0.4], [0.3, 0.2, 0.0], [0.1, -0.2, 0.0], [0.0, -0.3, 0.5], [0.1, -0.1, -0.1], [-0.3, 0.2, 0.1], [0.0, 0.0, -0.1], [0.0, 0.0, -0.1], [0.0, 0.0, 0.0], [0.0, 0.1, 0.0], [-0.1, -0.2, 0.1], [0.1, 0.0, 0.1], [0.1, 0.0, -0.1], [0.1, 0.1, 0.0], [0.0, 0.1, 0.0], [0.1, -0.1, 0.0], [0.0, 0.0, 0.0], [0.0, -0.1, 0.1], [0.0, 0.1, -0.2], [0.0, 0.0, 0.0], [0.0, 0.0, 0.0], [-0.1, 0.1, 0.0], [0.0, 0.0, 0.0], [0.1, 0.0, 0.1], [0.1, 0.0, 0.0], [0.1, -0.1, 0.0], [-0.3, -0.1, 0.0], [-0.1, 0.1, -0.1], [-0.2, 0.1, 0.0], [0.2, 0.0, 0.0], [0.4, -0.4, 0.1], [-0.1, 0.0, 0.0], [-0.2, -0.1, -0.1], [0.1, 0.0, 0.2], [0.0, 0.0, 0.2], [0.2, 0.1, 0.1], [0.0, 0.0, -0.3], [0.0, -0.1, 0.1], [0.2, 0.3, -0.1], [-0.2, -0.2, -0.1], [-0.1, -0.1, 0.0], [0.0, -0.1, 0.1], [0.1, 0.1, 0.1], [0.0, 0.0, 0.0], [0.0, 0.0, 0.0], [0.1, 0.0, 0.0], [0.1, 0.0, 0.0], [0.0, 0.0, 0.0], [0.0, 0.0, 0.0], [-0.1, 0.0, 0.0], [0.0, 0.0, 0.1], [0.0, 0.0, 0.0], [0.0, 0.0, 0.1], [-0.2, 0.0, -0.1], [-0.1, 0.0, -0.1], [0.0, 0.0, 0.0], [0.0, 0.0, 0.1], [-0.1, 0.0, 0.0]], "largest_force_ev_per_a": 2.1, "homo_energy_ha": -0.0835, "energy_ha": -7713.95013, "relative_energy_kcal_mol": 33.5, "multiplicity": 1, "charge": -2, "lumo_energy_ev": 3.90}

---

Entry 3:
{"formula": "C14H25N3S", "method": "ωB97M-V/def2-TZVPD", "symbols": ["C", "C", "C", "C", "C", "C", "C", "C", "C", "C", "N", "N", "C", "S", "N", "C", "C", "C", "H", "H", "H", "H", "H", "H", "H", "H", "H", "H", "H", "H", "H", "H", "H", "H", "H", "H", "H", "H", "H", "H", "H", "H", "H"], "xyz": [[5.488, 3.264, 0.776], [4.151, 2.604, 0.416], [4.032, 2.063, -0.981], [3.147, 0.798, -1.006], [1.640, 1.008, -1.488], [0.706, 1.553, -0.387], [-0.717, 1.442, -1.045], [-1.447, 0.101, -0.642], [-1.559, 0.040, 0.908], [-1.813, -1.381, 1.295], [-1.035, -2.372, 0.958], [-1.624, -3.419, 1.507], [-2.847, -3.058, 2.102], [-3.889, -3.874, 3.006], [-2.963, -1.709, 1.913], [-3.747, -0.940, 2.954], [-0.510, 0.765, 1.754], [0.829, 0.802, 0.971], [5.767, 4.073, 0.022], [5.353, 3.676, 1.757], [6.267, 2.492, 0.861], [4.085, 1.912, 1.179], [3.287, 3.316, 0.459], [4.990, 1.765, -1.430], [3.712, 2.879, -1.664], [3.542, -0.014, -1.666], [3.088, 0.355, -0.005], [1.641, 1.733, -2.282], [1.281, -0.014, -1.902], [0.934, 2.628, -0.268], [-0.625, 1.601, -2.124], [-1.391, 2.258, -0.793], [-0.630, -0.751, -0.782], [-2.310, -0.007, -1.321], [-2.496, 0.520, 1.087], [-1.188, -4.302, 1.746], [-4.818, -1.209, 2.793], [-3.397, -1.253, 3.943], [-3.594, 0.216, 2.892], [-0.430, 0.334, 2.709], [-0.796, 1.760, 1.987], [1.511, 1.421, 1.679], [1.130, -0.318, 0.865]], "atomic_forces_ev_per_a": [[-0.2, 0.8, -1.5], [0.2, 2.7, -1.2], [0.4, -1.0, -1.0], [-1.5, -0.5, -1.2], [1.4, -1.6, 1.0], [-0.8, -0.5, -0.9], [-0.5, -0.4, 0.8], [4.6, -0.2, -0.5], [-1.9, 0.0, -0.8], [1.9, 2.2, -1.7], [0.4, 2.0, 0.4], [-3.5, -1.4, 1.6], [1.6, -0.4, -0.3], [-1.1, -2.0, 1.0], [0.1, -0.3, 1.4], [0.0, 1.4, -1.1], [0.8, -0.1, -2.5], [0.4, -0.1, 1.6], [-0.1, -1.0, 1.1], [0.3, 0.6, 0.5], [-0.1, 0.3, -0.3], [-0.9, -2.0, 1.3], [0.8, -0.3, 0.7], [0.2, 0.1, 0.5], [-0.3, -0.6, 0.3], [0.1, 0.8, 0.4], [0.2, 0.1, -0.2], [0.0, 0.1, -0.6], [0.3, 1.7, 0.7], [0.0, -0.4, 0.2], [0.1, -0.6, 0.0], [0.0, 0.3, 0.6], [-1.9, 1.5, -0.7], [0.1, -0.5, 1.0], [-0.8, 0.5, 0.5], [0.0, 0.3, -0.5], [1.0, 0.4, 0.4], [-0.2, -0.2, -0.3], [-0.2, -2.2, -0.4], [0.4, -1.1, 1.2], [-0.6, 1.2, -0.2], [-0.4, -1.5, -1.4], [0.0, 2.1, 0.0]], "largest_force_ev_per_a": 4.6, "homo_energy_ha": -0.2906, "energy_ha": -1110.83438, "relative_energy_kcal_mol": 38.1, "multiplicity": 1, "charge": 0, "smiles": "CCCCC[C@H]1CC[C@@H](c2n[nH]c(=S)n2C)CC1", "lumo_energy_ev": 0.66}

---

Entry 4:
{"formula": "H7N3O2", "method": "ωB97M-V/def2-TZVPD", "symbols": ["N", "N", "O", "H", "H", "H", "H", "N", "O", "H", "H", "H"], "xyz": [[-1.492, 0.033, -0.864], [-1.010, 0.036, 0.473], [-1.545, 1.180, 1.176], [-2.484, -0.214, -0.875], [-1.455, 0.976, -1.257], [0.083, 0.132, 0.495], [-1.946, 0.751, 1.954], [1.841, -0.485, 0.294], [2.247, -0.582, -1.100], [1.374, -1.392, 0.440], [2.732, -0.522, 0.796], [1.654, 0.085, -1.532]], "atomic_forces_ev_per_a": [[0.3, 0.4, 0.4], [1.3, -0.2, -0.4], [0.1, -0.5, 0.5], [0.4, -0.1, 0.3], [0.2, -0.1, 0.1], [-2.7, 0.3, -0.4], [0.1, 0.4, -0.5], [0.4, -0.9, -0.6], [-1.0, 1.1, 0.0], [0.4, 0.4, 0.2], [-0.4, 0.0, -0.1], [0.8, -0.9, 0.5]], "largest_force_ev_per_a": 2.7, "homo_energy_ha": -0.3386, "energy_ha": -318.78735, "relative_energy_kcal_mol": 0.0, "multiplicity": 1, "charge": 0, "smiles": "NNO.NO", "lumo_energy_ev": 1.07}

---

Table of molecular weight (g mol⁻¹), in record order: 132.1 1299.8 267.4 81.1
Table of frontier orbital gap (eV), in record order: 9.945 6.175 8.570 10.282